[1]
Formula: C40H45CdN10O3
Source: OMol25
Level of theory: the ωB97M-V functional and the def2-TZVPD basis

```
99
Properties=species:S:1:pos:R:3:forces:R:3
Cd -0.5998 0.3975 2.8471 -0.1 0.8 -0.5
N 0.1751 0.2712 -0.4568 1.7 0.6 0.2
O 0.5371 1.1008 -1.2900 -0.7 -0.5 0.5
O 0.2263 -0.9525 -0.6764 -0.7 0.1 -0.1
O -0.0942 0.6655 0.7282 -0.2 0.3 -1.2
N 3.7050 0.6782 -4.2398 0.3 -1.6 -0.2
C 4.3539 -0.2175 -5.0643 0.5 0.8 -0.6
C 3.6290 -1.3677 -5.1837 -0.4 0.0 0.4
C 2.5198 -1.2236 -4.3027 0.0 0.5 0.1
C 2.6081 0.0251 -3.7420 -0.6 0.5 0.3
H 4.1162 1.5468 -3.9450 -0.3 0.2 0.1
H 5.2663 0.0951 -5.5490 0.0 -0.1 -0.1
H 3.7809 -2.1888 -5.8625 0.3 0.0 0.1
H 1.7204 -1.9133 -4.0839 0.0 -0.1 -0.2
H 1.8918 0.5211 -3.1044 0.2 0.0 0.1
N -4.0749 3.2981 -1.9126 -0.4 0.4 -0.2
C -4.2563 1.9538 -2.0162 1.4 -0.8 0.6
C -2.9826 1.3886 -2.1547 -1.8 -0.3 -0.7
C -2.0843 2.4429 -2.3247 0.8 1.0 -0.4
C -2.7598 3.6245 -2.1373 -0.4 -0.3 -0.3
H -4.7984 3.9828 -1.7863 -0.1 -0.1 -0.1
H -5.2036 1.4428 -2.0365 -0.2 0.3 0.3
H -2.8449 0.3377 -2.3630 0.2 0.0 0.1
H -1.1084 2.4094 -2.7821 0.2 -0.2 0.5
H -2.5046 4.6478 -2.3572 0.2 0.0 0.3
N 1.4939 -3.4801 -0.0888 0.4 -1.1 0.5
C 2.6873 -4.1278 -0.3175 0.3 0.2 0.5
C 2.6011 -5.4168 0.1703 -0.6 0.5 -0.5
C 1.2602 -5.5733 0.6461 1.0 -0.6 0.3
C 0.6694 -4.3636 0.5519 -1.4 0.8 -0.6
H 1.2759 -2.5103 -0.2368 0.1 0.1 -0.3
H 3.5317 -3.5764 -0.6987 0.0 -0.1 -0.2
H 3.3645 -6.1751 0.1513 0.1 0.0 -0.1
H 0.8218 -6.4917 1.0001 -0.1 0.1 0.2
H -0.3297 -4.0629 0.8391 0.0 0.0 -0.1
N -1.6532 -2.4583 -2.6814 -0.1 -0.1 0.5
C -1.5020 -2.2106 -4.0089 -0.7 0.2 -0.1
C -2.5018 -2.9001 -4.6697 1.0 0.7 0.2
C -3.2684 -3.5778 -3.6950 0.2 -0.6 -0.4
C -2.7061 -3.3095 -2.4645 0.1 0.2 -0.5
H -1.1036 -2.0794 -1.9304 0.3 0.2 -0.1
H -0.8194 -1.4572 -4.3665 0.2 -0.2 0.0
H -2.5598 -2.9019 -5.7455 -0.4 -0.1 0.0
H -4.0071 -4.3062 -3.9898 -0.3 0.1 0.5
H -2.8580 -3.6971 -1.4723 -0.2 -0.2 -0.1
N 2.6529 3.4520 -2.3017 0.1 -0.8 -1.6
C 2.2487 3.7364 -3.6034 0.2 0.8 1.0
C 3.2896 4.4213 -4.1828 0.2 -0.3 -1.1
C 4.4169 4.4197 -3.3183 -1.1 -0.8 0.5
C 3.9837 3.7006 -2.2252 0.8 1.3 1.7
H 2.1103 3.0237 -1.5727 -0.1 -0.3 -0.2
H 1.2726 3.4566 -3.9575 0.0 0.1 0.0
H 3.3363 4.7742 -5.2026 -0.3 0.1 0.0
H 5.3523 4.9351 -3.4331 0.2 -0.2 -0.1
H 4.4740 3.5483 -1.2706 0.1 0.0 -0.2
N 1.3173 1.3998 3.2091 2.9 0.7 1.5
C 1.9079 2.3305 2.4491 -0.6 0.6 -0.5
C 3.1866 2.8747 2.6503 -1.1 -0.3 0.0
C 3.8913 2.4360 3.7359 0.9 -0.3 0.7
C 3.3153 1.5126 4.5950 -0.9 -0.9 -0.3
C 2.0705 0.9977 4.2790 -0.4 0.4 -0.4
H 1.2747 2.6908 1.6461 0.2 0.0 -0.2
H 3.5828 3.6529 2.0152 -0.1 -0.1 -0.2
H 4.9165 2.7411 3.9089 -0.1 0.3 0.0
H 3.7633 1.0474 5.4613 0.5 0.4 0.0
H 1.6651 0.2160 4.9088 -0.2 0.0 0.0
N 0.4062 -1.4273 2.9060 2.0 -3.4 0.4
C 1.6611 -1.6738 2.4239 -1.0 0.2 -0.3
C 2.3600 -2.8263 2.7113 0.6 0.4 0.4
C 1.7539 -3.8466 3.4037 -0.2 -0.7 0.4
C 0.4407 -3.7000 3.8256 0.8 1.0 -0.3
C -0.1256 -2.4514 3.6003 -0.4 -0.4 1.3
H 2.0478 -0.9587 1.7100 0.2 0.3 0.3
H 3.4227 -2.9066 2.5258 -0.1 0.1 -0.6
H 2.3205 -4.7311 3.6673 0.0 0.0 -0.1
H -0.0468 -4.4203 4.4634 -0.1 -0.1 -0.1
H -0.9836 -2.2719 4.2440 -0.4 0.4 -0.7
N -2.4311 -0.6535 2.3260 -3.3 -1.6 -0.2
C -2.6484 -1.3814 1.2206 1.5 -0.9 -0.4
C -3.7343 -2.2100 0.9718 -0.5 1.2 0.5
C -4.8064 -2.0999 1.8398 -0.5 -0.5 0.7
C -4.6862 -1.3279 2.9999 1.1 0.4 -0.4
C -3.4779 -0.6892 3.1996 0.9 0.8 -0.1
H -1.8174 -1.4670 0.5252 0.1 0.4 0.0
H -3.7610 -2.8032 0.0724 -0.1 0.0 0.0
H -5.7106 -2.6784 1.6958 0.0 0.1 -0.2
H -5.4223 -1.1295 3.7639 -0.4 -0.5 -0.2
H -3.2950 -0.0982 4.0909 -0.3 0.0 0.1
N -1.7961 2.1976 2.9047 -1.3 2.1 0.8
C -1.8245 3.0414 3.9650 -0.3 -0.5 0.5
C -2.7135 4.0741 4.0969 -0.8 0.3 -0.5
C -3.6084 4.3421 3.0517 0.5 0.4 -0.3
C -3.4780 3.6334 1.8697 0.2 -0.8 1.2
C -2.6378 2.5174 1.9122 0.4 0.0 -1.3
H -1.2607 2.8209 4.8655 0.6 -0.3 -0.4
H -2.7421 4.6355 5.0191 0.0 0.0 0.0
H -4.3587 5.1206 3.1005 0.1 0.1 0.3
H -4.0885 3.8326 1.0045 0.0 -0.1 -0.1
H -2.6018 1.8788 1.0352 0.1 -0.1 0.0
```
Positions in Å, forces in eV/Å.

The charge is +1. For the molecular weight, the calculation gives 826.279 g/mol. Its total energy is -2491.87366 Ha. The calculation puts the energy above the lowest of the compared OMol25 structures with the same formula, charge and spin at 1.384 eV. The value obtained for the HOMO-LUMO gap is 6.4281 eV. Its largest force on an atom is 3.96 eV Å⁻¹.

---

[2]
Formula: C18H30NO3
Source: OMol25
Level of theory: the ωB97M-V functional and the def2-TZVPD basis

```
52
Properties=species:S:1:pos:R:3:forces:R:3
C 3.1413 3.1576 0.5846 0.2 -0.1 0.0
C 3.8654 1.9024 1.0481 -0.1 0.4 0.4
C 3.2589 1.3420 2.3247 0.2 0.0 -0.1
H 3.2720 2.1038 3.0983 0.0 0.1 0.0
H 3.8170 0.4885 2.6987 0.0 -0.1 0.1
H 2.2246 1.0455 2.1638 -0.2 0.0 0.0
N 3.7628 0.8871 -0.0380 -0.2 0.1 -0.4
H 3.9371 1.3138 -0.9588 -0.1 0.0 0.2
C 4.6495 -0.2928 0.0301 0.3 -0.6 -0.3
H 4.4904 -0.8327 0.9627 0.0 0.1 0.0
H 5.6896 0.0328 -0.0318 -0.1 0.1 0.1
C 4.3047 -1.1865 -1.1728 -0.4 -0.4 0.4
O 4.2831 -0.3188 -2.2834 0.0 0.2 -0.1
H 4.1681 -0.8158 -3.1000 0.0 0.0 0.0
H 5.0834 -1.9528 -1.2873 -0.1 0.1 0.1
C 2.9611 -1.9131 -0.9625 0.4 -0.1 -0.2
O 1.9811 -0.9622 -0.5983 -0.2 0.0 0.1
C 0.7249 -1.4057 -0.1873 -0.2 0.1 0.1
C 0.2963 -2.7185 -0.2546 0.4 0.1 -0.2
C -0.9784 -3.0380 0.1892 -0.1 0.2 0.1
C -1.8264 -2.0721 0.7085 0.0 -0.2 0.0
C -1.3781 -0.7555 0.7663 0.2 0.0 0.0
C -0.1168 -0.4215 0.3197 0.2 -0.1 -0.1
H 0.2200 0.6048 0.3486 0.0 0.1 0.0
H -2.0376 0.0070 1.1470 0.0 0.1 0.1
C -3.2135 -2.4145 1.1649 -0.3 0.3 -0.3
H -3.3424 -3.4957 1.2118 0.0 0.0 0.1
H -3.3913 -1.9921 2.1550 -0.1 -0.1 0.1
C -4.2664 -1.8331 0.2152 -0.1 -0.3 0.1
O -4.2599 -0.4332 0.3388 0.1 0.0 0.1
C -5.1443 0.2207 -0.5476 -0.1 0.3 -0.1
C -5.0334 1.7066 -0.3201 0.0 -0.4 0.0
C -3.9267 2.4744 -0.9797 0.1 0.0 0.1
C -5.3409 2.6554 -1.4372 -0.1 0.0 0.0
H -5.8464 3.5779 -1.1989 0.0 0.1 0.1
H -5.6252 2.2396 -2.3917 0.0 -0.1 -0.1
H -3.4576 3.2748 -0.4284 0.0 0.1 0.1
H -3.2496 1.9322 -1.6224 0.0 -0.1 -0.1
H -5.3126 2.0016 0.6828 0.0 0.1 0.0
H -6.1764 -0.1198 -0.3649 0.1 0.0 0.0
H -4.8833 -0.0291 -1.5881 0.0 0.0 0.1
H -4.0413 -2.1251 -0.8237 0.0 0.0 0.1
H -5.2597 -2.2328 0.4726 0.1 0.0 -0.1
H -1.3073 -4.0643 0.1266 0.0 -0.1 0.0
H 0.9269 -3.4978 -0.6524 0.1 -0.1 0.0
H 3.0801 -2.6652 -0.1726 0.0 0.0 -0.1
H 2.6734 -2.4228 -1.8910 0.0 0.0 0.1
H 2.7960 0.4850 -0.0921 0.3 0.3 0.0
H 4.9275 2.1206 1.1990 -0.1 -0.1 -0.1
H 3.5751 3.5489 -0.3328 0.0 0.1 -0.1
H 3.2196 3.9307 1.3428 0.0 0.0 0.1
H 2.0854 2.9578 0.4186 -0.2 0.0 0.0
```
Positions in Å, forces in eV/Å.

The charge is +1. The SMILES is CC(C)[NH2+]C[C@H](O)COc1ccc(CCOCC2CC2)cc1. For the molecular weight, the calculation gives 308.442 g/mol. Its total energy is -984.09254 Ha. The calculation puts the energy above the lowest of the compared OMol25 structures with the same formula, charge and spin at 1.049 eV. The value obtained for the HOMO-LUMO gap is 9.0016 eV. Its largest force on an atom is 0.76 eV Å⁻¹.